[1]
Here is C18H30AsIrN4O3S3Si2 as an isolated structure in a non-equilibrium geometry from OMol25. Energies are from wB97M-V/def2-TZVPD.

Calculated values
Charge ... +1
HOMO level (spin up / spin down) ... -10.612 / -10.570 eV
Gap between HOMO and LUMO (spin up / spin down) ... 5.53 / 5.57 eV
Spin multiplicity ... 2
<S²> ... 0.78
LUMO level (spin up / spin down) ... -0.1867 / -0.1836 Eh

Atoms and positions in Å:
Ir (-0.45068, 0.41477, -0.49018)
N (-3.46429, -1.16767, 6.66283)
C (-2.85905, -1.28813, 5.45136)
C (-1.54417, -1.78198, 5.35763)
C (-0.92688, -1.90174, 4.13863)
C (-1.60976, -1.51647, 2.98633)
C (-2.89992, -0.99612, 3.05777)
C (-3.52207, -0.88420, 4.28065)
S (-0.85206, -1.65716, 1.43816)
O (-1.79657, -1.14600, 0.40642)
O (-0.34224, -2.96513, 1.19566)
N (0.39982, -0.61474, 1.28564)
C (0.55491, 0.57770, 1.93921)
N (0.83590, 1.57481, 1.07671)
C (1.05119, 2.79290, 1.57166)
C (1.06191, 3.02085, 2.93026)
C (0.76831, 1.93269, 3.73762)
N (0.48966, 0.72753, 3.25515)
H (-3.03096, -1.54086, 7.48688)
H (-4.43275, -0.91221, 6.71808)
H (-1.02413, -2.08001, 6.25922)
H (0.08629, -2.27531, 4.07016)
H (-3.40389, -0.68462, 2.15325)
H (-4.53112, -0.49726, 4.34231)
H (1.22708, 3.58181, 0.85082)
H (1.27228, 3.99926, 3.33379)
H (0.75499, 2.01591, 4.81850)
C (-3.20612, 4.93268, -1.09629)
O (-2.94102, 3.77060, -1.90748)
C (-2.35267, 2.71619, -1.42049)
S (-2.11227, 1.41016, -2.44869)
S (-1.81209, 2.53279, 0.15197)
H (-4.28420, 5.03491, -1.00650)
H (-2.78959, 5.78732, -1.62041)
H (-2.76046, 4.83386, -0.11021)
C (0.64211, -2.74856, -3.81735)
Si (0.40634, -0.95982, -4.30832)
C (-1.31966, -0.57693, -4.89696)
C (1.63368, -0.35775, -5.58410)
As (0.97491, 0.34845, -2.32924)
Si (2.97161, -0.74180, -1.40870)
C (3.64460, 0.53847, -0.21572)
C (2.62274, -2.40179, -0.63937)
C (4.11042, -0.85081, -2.89813)
H (0.12372, -3.39104, -4.53333)
H (0.23124, -2.95205, -2.82709)
H (1.69622, -3.02982, -3.81880)
H (-1.53313, -1.14005, -5.80875)
H (-1.42500, 0.48398, -5.12403)
H (-2.07532, -0.83892, -4.15443)
H (1.54284, -0.94549, -6.50075)
H (2.66514, -0.42310, -5.24073)
H (1.42895, 0.68519, -5.83305)
H (3.21085, 0.40695, 0.77629)
H (3.40693, 1.54763, -0.55434)
H (4.73012, 0.45931, -0.12702)
H (1.67431, -2.42159, -0.10531)
H (3.41045, -2.63393, 0.08249)
H (2.60769, -3.19442, -1.38872)
H (4.16131, 0.11237, -3.40851)
H (3.78216, -1.60596, -3.61406)
H (5.12140, -1.11563, -2.57838)

Results of the Mulliken charge analysis, in e, for atoms 1 through 4:
1 Ir 1.931
2 N -0.470
3 C 1.175
4 C -0.988

=====

[2]
Here is C48H37AsBrCl2N5O4RbS3 as an isolated structure in a non-equilibrium geometry from OMol25. Energies are from wB97M-V/def2-TZVPD.

Calculated values
Charge ... -2
HOMO level (spin up / spin down) ... -1.172 / -2.473 eV
Gap between HOMO and LUMO (spin up / spin down) ... 4.70 / 5.99 eV
Spin multiplicity ... 2
<S²> ... 0.77
LUMO level (spin up / spin down) ... 0.1295 / 0.1293 Eh

Atoms and positions in Å:
Rb (0.65599, 0.39226, -0.86563)
Br (6.53557, 5.21276, 2.72382)
C (5.38835, 3.77001, 2.23198)
C (4.69813, 3.75703, 1.02473)
C (3.82729, 2.68853, 0.80573)
C (3.58843, 1.57706, 1.69753)
C (4.29632, 1.68609, 2.88313)
C (5.22985, 2.70733, 3.09602)
N (2.74291, 0.54030, 1.30770)
C (2.53803, -0.32193, 2.28664)
C (1.86525, -1.57531, 2.07308)
C (1.79589, -2.50007, 3.21376)
C (1.01969, -3.68211, 3.00548)
C (0.32694, -3.87179, 1.79863)
C (0.48698, -2.91651, 0.88506)
N (1.26483, -1.84141, 0.90888)
H (4.76425, 4.49665, 0.22776)
H (3.28506, 2.74356, -0.16523)
H (4.20833, 0.99924, 3.68192)
H (5.76545, 2.61196, 4.01698)
H (2.86130, -0.22689, 3.27951)
H (2.49662, -2.53657, 4.02830)
H (1.10460, -4.49343, 3.73788)
H (-0.33807, -4.70883, 1.60626)
H (-0.00139, -3.08891, -0.13798)
O (1.25505, -1.08195, -3.27549)
N (1.64448, -2.32477, -3.26620)
C (2.25081, -2.81444, -2.16207)
C (2.91576, -3.99856, -2.13682)
C (2.98247, -4.67083, -3.34701)
C (2.24008, -4.27584, -4.44927)
C (1.44021, -3.07627, -4.43699)
S (0.48296, -2.64176, -5.76247)
H (2.24046, -2.01699, -1.34969)
H (3.50763, -4.30545, -1.19876)
H (3.61766, -5.55963, -3.26142)
H (2.20581, -5.01236, -5.30274)
C (-2.61518, -6.34613, -2.70168)
C (-1.79282, -5.48349, -3.44824)
C (-1.62152, -4.13385, -3.12933)
C (-2.18276, -3.64734, -1.95145)
C (-2.87311, -4.58216, -1.06936)
C (-3.11764, -5.87664, -1.48725)
As (-1.90976, -1.78509, -1.62109)
C (-3.02878, -1.35448, -0.07062)
C (-2.81358, -1.61268, 1.31328)
C (-3.71922, -1.18852, 2.20429)
C (-4.77758, -0.31521, 1.87030)
C (-4.91622, -0.03096, 0.54514)
C (-4.16012, -0.60398, -0.45139)
C (-4.32193, -0.56829, -1.95820)
C (-5.44646, -0.12316, -2.70564)
C (-5.49358, -0.21246, -4.06961)
C (-4.34918, -0.73658, -4.76228)
C (-3.26008, -1.25517, -4.08433)
C (-3.28357, -1.19990, -2.64646)
H (-2.71598, -7.36887, -2.88754)
H (-1.25614, -5.71968, -4.35495)
H (-1.04366, -3.45450, -3.75146)
H (-3.12541, -4.21295, -0.07440)
H (-3.49943, -6.68816, -0.90602)
H (-2.02309, -2.27429, 1.66315)
H (-3.44621, -1.44093, 3.20230)
H (-5.44340, 0.11867, 2.63833)
H (-5.64754, 0.60152, 0.32695)
H (-6.30046, 0.31026, -2.15759)
H (-6.31378, 0.23144, -4.69752)
H (-4.34017, -0.65250, -5.87620)
H (-2.38275, -1.66784, -4.53414)
Cl (-0.58580, 2.59261, -5.14182)
C (1.04568, 1.91821, -4.92493)
Cl (2.26516, 2.40130, -6.08777)
H (0.91669, 0.83257, -5.09415)
H (1.42277, 2.18290, -3.94444)
S (-3.29964, 3.25927, 4.87236)
C (-1.95627, 2.31838, 5.10969)
N (-1.04867, 2.19704, 4.07330)
C (0.19558, 1.71008, 4.18528)
C (0.54780, 1.12204, 5.33656)
C (-0.37947, 1.09420, 6.42220)
C (-1.62738, 1.55825, 6.31759)
H (-1.24766, 2.56902, 3.12779)
H (0.78757, 1.79056, 3.29102)
H (1.56796, 0.76723, 5.49700)
H (-0.07259, 0.68615, 7.34908)
H (-2.27170, 1.68264, 7.21202)
O (-0.01364, 5.09831, -2.58642)
S (0.78982, 4.25138, -1.75238)
O (1.94805, 3.65757, -2.46241)
N (-0.06520, 3.11652, -0.91965)
C (0.07641, 3.35818, 0.42420)
O (-0.51503, 2.70796, 1.29679)
C (0.96397, 4.56256, 0.81030)
C (1.18307, 5.07844, 2.06556)
C (1.84062, 6.28116, 2.07846)
C (2.32393, 6.88553, 0.89084)
C (2.07222, 6.34264, -0.36185)
C (1.27589, 5.24697, -0.36050)
H (0.84461, 4.66879, 2.98089)
H (1.85460, 6.90282, 2.97750)
H (2.81242, 7.89064, 0.83153)
H (2.37935, 6.90182, -1.28361)

Results of the Mulliken charge analysis, in e, for atoms 1 through 4:
1 Rb 0.850
2 Br -0.287
3 C -0.074
4 C -0.569

=====

[3]
Here is a 2-piece molecular cluster, C3H7N2O overall in a non-equilibrium geometry from OMol25. Energies are from wB97M-V/def2-TZVPD.

Calculated values
Charge ... +1
HOMO level ... -14.464 eV
Gap between HOMO and LUMO ... 10.89 eV
LUMO level ... -0.1313 Eh

Atoms and positions in Å:
C (-0.23358, 1.10091, -0.32742)
C (0.00318, 0.68650, -1.66744)
N (-0.25705, -0.71444, -1.61163)
C (-0.83801, -1.06949, -0.48249)
N (-0.66648, 0.00150, 0.40362)
H (-0.09758, 2.11173, 0.13558)
H (0.51007, 1.02122, -2.59070)
H (-0.12854, -1.15777, -2.61800)
H (-1.21404, -1.91922, 0.04383)
H (-1.17806, -0.00526, 1.25660)
H (2.31289, -0.31677, 2.62186)
H (1.44031, 0.66061, 3.36876)
O (1.40377, 0.03606, 2.63779)

Results of the Mulliken charge analysis, in e, for atoms 1 through 4:
1 C -0.269
2 C -0.163
3 N -0.130
4 C -0.112

=====

[4]
Here is a 2-piece molecular cluster, C5H16NS overall in a non-equilibrium geometry from OMol25. Energies are from wB97M-V/def2-TZVPD.

Calculated values
Charge ... +2
HOMO level (spin up / spin down) ... -19.935 / -19.951 eV
Gap between HOMO and LUMO (spin up / spin down) ... 12.74 / 7.36 eV
Spin multiplicity ... 2
<S²> ... 0.75
LUMO level (spin up / spin down) ... -0.2643 / -0.4627 Eh

Atoms and positions in Å:
C (1.49364, -1.23681, -0.94396)
C (0.84538, 0.05818, -1.38474)
C (1.13938, 0.39042, -2.83667)
N (-0.67276, -0.04809, -1.18051)
H (1.28142, -1.52289, 0.08984)
H (1.24801, -2.07601, -1.60107)
H (2.57889, -1.16932, -1.02630)
H (1.11615, 0.83441, -0.66532)
H (0.85175, -0.44579, -3.47528)
H (2.21033, 0.55711, -2.92473)
H (0.59918, 1.28824, -3.13951)
H (-0.93474, -0.23953, -0.19163)
H (-1.13403, 0.79345, -1.53445)
H (-1.02525, -0.82369, -1.75389)
C (-1.90804, 1.32210, 1.89621)
S (-1.57201, -0.43555, 1.85315)
C (-0.26059, -0.53863, 3.05125)
H (-0.95963, 1.86507, 1.93371)
H (-2.41396, 1.56174, 2.84096)
H (-2.53395, 1.58921, 1.04854)
H (0.02488, -1.58243, 3.18438)
H (0.62367, 0.02396, 2.73583)
H (-0.59771, -0.16517, 4.02419)

Results of the Mulliken charge analysis, in e, for atoms 1 through 4:
1 C -1.263
2 C 0.353
3 C -1.308
4 N -0.052

=====

[5]
Here is a 2-piece molecular cluster, CH4O5 overall in a non-equilibrium geometry from OMol25. Energies are from wB97M-V/def2-TZVPD.

Calculated values
HOMO level ... -9.436 eV
Gap between HOMO and LUMO ... 8.60 eV
SMILES ... OOOO.C=O
LUMO level ... -0.0309 Eh

Atoms and positions in Å:
O (-0.17782, -0.06399, 1.77862)
O (-0.13961, -0.95743, 0.72812)
O (0.89907, -0.46274, -0.44529)
O (2.25237, -0.77719, -0.36362)
H (0.61284, -0.25303, 2.31421)
H (2.35127, -1.60254, -0.86745)
C (-1.48128, 0.98808, -0.77489)
O (-2.32864, 1.21324, -1.58130)
H (-1.54600, 1.31392, 0.27987)
H (-0.44219, 0.60167, -1.06827)

Results of the Mulliken charge analysis, in e, for atoms 1 through 4:
1 O -0.223
2 O -0.104
3 O -0.124
4 O -0.321

=====

[6]
Here is C4H7NO as an isolated structure in a non-equilibrium geometry from OMol25. Energies are from wB97M-V/def2-TZVPD.

Calculated values
HOMO level ... -8.118 eV
Gap between HOMO and LUMO ... 8.58 eV
LUMO level ... 0.0169 Eh

Atoms and positions in Å:
C (-0.28295, -0.47049, -1.65557)
C (0.35016, 0.41264, 1.73644)
C (-0.80048, 0.53184, -0.92270)
C (1.03026, -1.47389, -0.51126)
N (-1.47083, 1.49554, -0.62261)
O (1.55403, -2.36615, -1.02565)
H (-1.41092, 1.90564, 0.30561)
H (0.66617, -0.33993, 0.85815)
H (-0.93311, -1.30476, -1.88050)
H (0.39552, -0.20690, -2.45495)
H (0.62011, 1.45169, 1.57639)
H (0.96737, 0.02139, 2.54164)
H (-0.68534, 0.34339, 2.05502)

Results of the Mulliken charge analysis, in e, for atoms 1 through 4:
1 C -0.890
2 C -0.993
3 C 0.612
4 C -0.056

=====

Energy relative to the best compared isomer or geometry (same formula, charge and spin) (computed, kcal/mol): 87.6 61.2 28.4 0.0 146.3 100.1
Energy (computed, eV): -143187.7529 -255103.3150 -8244.9086 -17751.2415 -11329.8801 -7795.3043